No. 1
12 unconnected molecules or ions with the total composition C5H31NO13 at a distorted geometry, computed with the ωB97M-V functional and the def2-TZVPD basis.

Its HOMO-LUMO gap is 9.9 eV. For the largest force on an atom, the calculation gives 3.00 eV Å⁻¹. The energy relative to the best compared isomer or geometry (same formula, charge and spin) is 2.564 eV. As for the charge: 0.

Positions of all 50 atoms, in Å:
H  -3.77894  0.32048  1.09903
H  1.01807  -3.85511  -0.70158
C  -3.35530  3.10006  0.00730
H  3.66126  -4.00797  0.95375
O  -0.10260  3.40490  -1.72081
H  -2.65218  3.72762  -0.61136
H  2.12748  -1.96202  -1.51206
O  -3.43656  -2.28139  2.13366
O  2.31718  0.43644  1.14832
H  -1.09918  -2.05714  -0.56055
O  1.04999  0.93256  -3.04334
H  0.22013  0.53996  -2.69803
H  -1.04373  -0.42917  -0.65731
H  3.19526  -3.17151  -3.40018
H  2.09617  0.00554  0.30056
C  -2.27526  1.54617  1.52961
O  0.87354  -3.82480  0.24662
O  2.61998  -1.16463  -3.60494
C  -2.83645  3.01581  1.46200
N  -3.02510  0.73658  0.51841
O  1.02292  0.12418  4.29829
H  2.96027  0.09405  1.76139
O  1.88720  -1.67812  -0.63780
H  -2.55949  -1.97356  2.41285
C  -0.90543  1.63753  0.91136
H  0.65663  1.79810  -3.31384
O  0.10875  2.02857  1.70209
C  -3.62587  1.71269  -0.43378
H  0.91419  1.59604  1.34652
O  -0.79166  -1.26041  -1.09141
H  0.44984  2.70888  -1.29477
H  -3.49904  -3.24003  2.21249
H  -3.14451  1.65722  -1.44007
H  0.36436  0.76659  4.60133
O  4.30136  -3.37414  0.60420
H  1.07081  -2.96959  0.61475
H  1.73501  0.65920  3.93915
H  0.92066  -1.54111  -0.64764
H  -3.60894  3.13562  2.23963
H  -4.69064  1.59625  -0.67808
H  3.64455  -4.16872  -2.19706
H  1.83852  -0.67911  -3.85624
H  -2.05025  3.72708  1.68806
H  3.89445  -2.80834  -0.05712
H  -2.29182  0.92826  2.43476
H  -4.23175  3.71052  0.04704
O  3.11673  -3.42610  -2.48123
O  -0.59423  1.31774  -0.22627
H  0.38096  4.13109  -1.31335
H  3.11019  -0.66407  -2.95581

***

No. 2
12 unconnected molecules or ions with the total composition C5H32N2O12 at a distorted geometry, computed with the ωB97M-V functional and the def2-TZVPD basis.

Its HOMO-LUMO gap is 9.2 eV. For the largest force on an atom, the calculation gives 3.10 eV Å⁻¹. The energy relative to the best compared isomer or geometry (same formula, charge and spin) is 2.071 eV. As for the charge: 0.

Positions of all 51 atoms, in Å:
H  1.73393  -2.13660  1.94175
H  -3.19341  1.69594  1.31758
C  0.84653  -1.28875  0.11051
N  0.38309  -2.51356  -0.60633
O  -1.80773  2.66545  -1.38732
O  -2.64983  -2.06344  -0.75452
H  -0.49348  0.94247  2.94256
O  -3.87071  1.01729  1.12324
O  2.39026  0.13646  2.19832
O  -2.65406  -1.24931  1.83134
O  -1.89305  2.82419  1.30143
H  0.59125  -3.38552  -0.09336
H  1.42428  -2.57136  -2.23543
H  0.46221  0.02393  -2.96352
H  -1.75830  -1.20178  2.09101
H  -0.62174  -2.50677  -0.69257
H  -3.36962  -2.62428  -0.98516
H  -1.00312  -0.44839  -0.89231
H  -3.49787  0.25355  1.52735
O  3.98177  -0.99110  -1.94437
H  -3.63420  0.64011  -0.28904
O  3.91520  0.73111  0.11803
H  -1.74237  2.93155  0.32933
O  -0.03049  -1.21702  2.34852
C  0.83109  0.87558  -2.41978
H  1.37416  2.84549  -0.78268
H  -2.35171  1.86425  -1.43657
C  -0.05266  -0.09424  -0.26968
H  2.96373  0.21254  2.93865
O  0.13612  1.55465  2.54368
H  -2.59721  -1.67957  0.97140
H  3.26058  1.35684  -0.25201
O  -3.35276  0.46740  -1.27581
H  0.89645  2.07018  0.58503
H  -1.05056  2.35959  -1.89499
C  0.88472  -1.54418  1.60200
H  4.78585  -1.45423  -2.12573
H  1.32951  1.63361  -3.00877
H  -4.11810  0.63396  -1.76097
H  1.86928  -1.06833  -0.24321
H  3.99748  0.03380  -0.56802
H  -2.84504  -1.11395  -1.03684
H  1.66233  -2.11719  -3.68674
H  3.26697  -1.53255  -2.24970
H  -0.50884  0.32768  0.65855
O  2.06574  -2.58140  -2.94841
H  3.01233  0.36068  1.37461
C  0.67746  0.93601  -1.08177
H  0.97131  1.12157  2.39237
N  1.23492  1.99775  -0.31470
H  -1.10867  2.48271  1.69399

***

No. 3
12 unconnected molecules or ions with the total composition C5H32NO13 at a distorted geometry, computed with the ωB97M-V functional and the def2-TZVPD basis.

Its HOMO-LUMO gap is 8.1 eV. For the largest force on an atom, the calculation gives 8.57 eV Å⁻¹. The energy relative to the best compared isomer or geometry (same formula, charge and spin) is 8.342 eV. As for the charge: -1.

Positions of all 51 atoms, in Å:
C  1.92855  -0.01400  0.13993
H  1.30192  1.36612  1.69622
H  0.11562  1.02152  -3.86713
H  -1.96205  -4.48139  -1.11212
H  0.53953  -1.71434  2.20704
H  -2.10085  -0.31689  3.83697
O  -1.93205  -2.02687  -2.94292
H  1.00645  3.63588  0.19150
O  -0.75397  0.06582  -2.45981
H  -0.60894  -0.64491  1.01274
H  1.56637  0.49318  -3.63866
O  0.29661  1.49027  -0.81206
H  2.55115  0.09958  3.73920
H  0.91790  0.15307  3.99494
C  -0.72767  1.36405  0.04243
O  -1.25835  -4.21159  -1.68681
O  1.59785  4.36707  0.01352
H  -0.43606  3.46600  2.33634
C  1.75547  -0.48513  3.62380
H  -3.50809  -2.08309  1.62802
H  0.00079  0.98854  -1.71341
N  -0.42912  0.40024  1.06400
O  -2.87944  -0.11951  3.47462
H  2.43119  2.40881  -1.30936
O  0.72691  -2.58935  -0.30991
H  -2.57944  -0.12562  2.50360
H  -1.00076  2.28939  0.56930
H  -1.55634  1.01166  -0.74379
H  2.45727  4.04506  -0.22127
H  2.03028  -1.39314  4.17122
H  1.72783  -0.81853  -0.63911
H  -1.52945  -3.39070  -2.11449
H  -3.24878  -3.12337  -1.55588
H  -1.33792  0.54516  -3.16315
H  1.52417  -2.83161  -0.84899
H  0.83239  3.96054  2.72080
O  3.23732  2.87968  -1.31792
H  -1.47332  -2.07806  -3.87852
C  1.42272  -0.95553  2.27163
H  -1.37364  -1.08694  -2.63770
C  1.11271  0.38696  1.33509
H  -3.83070  -1.93154  -1.83091
H  3.82751  2.15727  -1.32991
H  -0.14792  -2.64628  -0.70498
H  -2.68822  -2.24331  0.20866
H  2.25063  -1.49708  2.01281
O  -4.04213  -2.56901  -1.14600
O  3.02024  0.31507  0.06503
O  1.17484  1.28183  -3.88469
O  0.18661  3.39568  3.12231
O  -2.58012  -2.25594  1.20398

***

No. 4
10 unconnected molecules or ions with the total composition C5H33N2O9S at a distorted geometry, computed with the ωB97M-V functional and the def2-TZVPD basis.

Its HOMO-LUMO gap is 9.5 eV. For the largest force on an atom, the calculation gives 7.97 eV Å⁻¹. The energy relative to the best compared isomer or geometry (same formula, charge and spin) is 5.717 eV. As for the charge: +1.

Positions of all 50 atoms, in Å:
O  -3.19904  -3.14496  -1.52701
H  3.10711  2.32549  -1.96776
H  -3.13956  1.45029  1.89184
C  1.77696  0.96921  2.21288
H  -1.79196  0.49363  0.38426
H  -2.12975  2.37118  -0.73588
H  1.86793  4.20917  0.96248
C  0.77242  0.32729  1.16373
H  1.34153  1.94404  2.65529
O  2.61401  1.54446  -1.91042
H  -0.18900  -2.40139  -1.12780
H  -0.37339  2.05407  1.13685
H  -0.89549  3.02199  -2.84431
H  -3.81485  -0.18076  -2.90179
H  -2.59779  -2.47221  -1.81736
H  2.29910  -0.08084  -0.26500
H  -0.21678  -0.99171  -3.03348
C  0.06999  1.35220  0.46506
H  -3.76577  -2.70911  -0.87322
C  -0.54629  2.08212  -2.32583
N  1.62553  -0.58459  0.26339
C  -1.52745  1.65006  -1.35801
H  -0.42127  -2.87348  1.16042
H  3.22865  -2.19809  -2.24467
H  -0.53441  -3.71877  2.34840
H  0.62498  2.06699  -0.23386
O  1.07104  4.05310  0.43790
H  2.03505  -1.32108  0.82433
H  -4.29626  -0.20627  -1.45135
O  -0.61888  -1.43413  -2.28339
H  -0.95449  -0.74691  -1.77439
H  -2.35442  1.29586  -2.01842
H  1.14337  -1.19236  -0.39376
H  -0.25882  1.40340  -3.11897
H  4.29253  -1.31419  -1.64104
H  0.56474  -0.35486  3.53603
N  -1.04216  0.69253  -0.31378
O  -0.35657  -2.89215  2.17540
H  0.42867  2.38840  -2.07284
H  -4.13307  1.44028  0.93475
H  1.99575  1.48984  -1.23035
O  3.61253  -1.87193  -1.52385
H  0.60266  -3.76526  -0.84987
O  -3.24092  1.66156  0.96755
H  2.66669  1.32872  1.74719
H  0.93615  4.98186  0.22495
S  1.66135  0.01358  3.83521
O  0.15242  -3.01638  -0.42255
H  -0.00636  -0.25109  1.71487
O  -3.68464  -0.74269  -2.02403

***

| no. | lowest unoccupied orbital energy (hartree) |
| --- | --- |
| 1 | 0.0083 |
| 2 | 0.0096 |
| 3 | 0.0938 |
| 4 | -0.0942 |